[1]
Below is 2 unconnected molecules or ions with the total composition C2H3FN2O at a distorted geometry, with properties calculated with ωB97M-V with the def2-TZVPD basis set.

```
9
Properties=species:S:1:pos:R:3:forces:R:3
C 1.204 -0.416 -0.712 0.8 -1.5 1.2
C -0.642 0.224 0.117 -0.5 1.1 -0.4
N 0.543 -0.448 0.374 0.2 -0.1 0.6
N 0.601 0.376 -1.696 -0.1 -0.5 -1.6
O -0.410 0.924 -1.154 0.2 -0.6 -0.7
F 0.021 -1.516 -2.304 0.4 1.7 0.7
H 2.155 -0.977 -0.824 -0.9 0.8 -0.5
H -1.455 -0.422 -0.122 -0.6 -1.1 -0.2
H -1.060 1.000 0.737 0.5 0.2 0.9
```
Forces are in eV/Å.

Summary:
charge = 0
HOMO (alpha / beta) = -10.8 / -10.7 eV
energy above the lowest of the compared OMol25 structures with the same formula, charge and spin = 88.52 kcal/mol
HOMO-LUMO gap (alpha / beta) = 8.78 / 8.63 eV
LUMO level (alpha / beta) = -2.028 / -2.037 eV

Atom charges from the Löwdin analysis, given in e for atoms 1 to 8: C -0.18; C -0.16; N 0.13; N 0.13; O 0.01; F -0.36; H 0.15; H 0.14

=====

[2]
Below is a single C2H3FN2O molecule at a distorted geometry, with properties calculated with ωB97M-V with the def2-TZVPD basis set.

```
9
Properties=species:S:1:pos:R:3:forces:R:3
C -1.034 -0.197 0.024 -1.7 4.5 -0.2
C 1.272 -0.186 -0.089 0.2 1.5 -1.4
N -2.177 0.537 -0.500 0.1 -1.0 -0.3
N -1.529 1.373 0.128 1.3 -2.6 0.3
O 0.025 -0.471 -0.682 -1.1 -0.6 -0.9
F -1.174 -0.872 1.140 -0.4 -0.6 1.0
H 1.569 0.769 -0.548 0.6 -0.4 -0.2
H 1.839 -1.031 -0.415 1.1 -0.1 0.5
H 1.208 0.078 0.940 0.0 -0.7 1.1
```
Forces are in eV/Å.

Summary:
charge = 0
HOMO = -9.2 eV
energy above the lowest of the compared OMol25 structures with the same formula, charge and spin = 52.74 kcal/mol
HOMO-LUMO gap = 9.85 eV
LUMO level = 0.631 eV

Atom charges from the Löwdin analysis, given in e for atoms 1 to 8: C -0.60; C -0.04; N 0.09; N 0.17; O -0.04; F 0.13; H 0.10; H 0.10

=====

[3]
Below is 2 unconnected molecules or ions with the total composition C2H3FN2O6 at a distorted geometry, with properties calculated with ωB97M-V with the def2-TZVPD basis set.

```
14
Properties=species:S:1:pos:R:3:forces:R:3
C -0.148 -0.523 -0.284 -0.8 2.7 -1.4
C -1.613 0.032 -0.161 -0.3 1.4 -3.5
N -1.835 1.452 0.282 0.3 -0.9 0.1
N -2.624 -0.952 0.327 1.3 -1.1 -0.7
O -0.779 1.932 0.630 0.8 0.6 0.3
O -2.901 1.951 0.348 -0.9 0.2 -0.5
O -2.388 -2.101 -0.005 -0.4 0.7 -0.1
O -3.449 -0.558 1.082 -1.0 0.4 0.8
O 0.378 -0.754 0.967 0.0 -1.9 -0.4
O 0.630 0.295 -1.149 -0.4 0.4 1.5
F -2.087 0.416 -2.209 0.7 -0.9 4.2
H -0.481 -1.376 -0.896 1.4 -0.6 0.7
H 0.395 -0.093 1.664 -0.3 0.7 -0.7
H 0.759 1.218 -0.770 -0.4 -1.7 -0.4
```
Forces are in eV/Å.

Summary:
charge = 0
HOMO (alpha / beta) = -12.2 / -12.2 eV
energy above the lowest of the compared OMol25 structures with the same formula, charge and spin = 86.96 kcal/mol
HOMO-LUMO gap (alpha / beta) = 8.31 / 8.31 eV
LUMO level (alpha / beta) = -3.855 / -3.859 eV

Atom charges from the Löwdin analysis, given in e for atoms 1 to 8: C -0.39; C 0.15; N -0.33; N -0.32; O 0.11; O 0.19; O 0.14; O 0.17

=====

[4]
Below is a single C2H3FNP molecule at a distorted geometry, with properties calculated with ωB97M-V with the def2-TZVPD basis set.

```
8
Properties=species:S:1:pos:R:3:forces:R:3
C -0.219 -0.562 -0.400 -0.2 0.3 0.0
C -0.264 0.781 0.187 -1.5 -3.1 -0.2
N 0.567 -1.515 -0.540 0.7 0.0 0.0
F -2.613 -0.552 0.769 1.7 1.8 -2.7
P -1.792 0.318 -0.678 -2.3 -2.0 1.9
H -0.344 0.947 1.185 -0.3 0.2 3.0
H 0.358 1.421 -0.249 2.4 2.9 -2.1
H 0.271 -2.236 -1.186 -0.5 -0.2 0.0
```
Forces are in eV/Å.

Summary:
charge = 0
HOMO = -9.3 eV
energy above the lowest of the compared OMol25 structures with the same formula, charge and spin = 15.26 kcal/mol
HOMO-LUMO gap = 8.90 eV
LUMO level = -0.410 eV

Electronic structure analysis, Löwdin charges in units of e: C -0.57; C -0.30; N 0.13; F -0.44; P 1.04; H 0.05; H 0.04; H 0.05

=====

[5]
Below is 2 unconnected molecules or ions with the total composition C2H3FNP at a distorted geometry, with properties calculated with ωB97M-V with the def2-TZVPD basis set.

```
8
Properties=species:S:1:pos:R:3:forces:R:3
C 0.392 -0.235 -0.374 0.8 -0.6 -0.8
C 0.333 0.827 0.613 -1.5 0.3 0.3
N 1.043 -1.254 -0.725 -0.3 0.4 0.6
F -2.081 -0.762 0.706 1.3 2.3 -2.1
P -1.028 0.843 -0.757 -1.6 -2.7 2.8
H -0.089 0.567 1.640 0.8 0.6 -1.5
H 0.791 1.810 0.397 0.5 -0.8 0.6
H 0.640 -1.796 -1.499 0.0 0.6 0.2
```
Forces are in eV/Å.

Summary:
charge = 0
HOMO = -9.9 eV
energy above the lowest of the compared OMol25 structures with the same formula, charge and spin = 61.37 kcal/mol
HOMO-LUMO gap = 7.68 eV
LUMO level = -2.252 eV

Electronic structure analysis, Löwdin charges in units of e: C -0.69; C -0.29; N 0.13; F -0.52; P 1.12; H 0.11; H 0.07; H 0.07

=====

[6]
Below is a molecular structure, C2H3FNaO2 at a distorted geometry, with properties calculated with ωB97M-V with the def2-TZVPD basis set.

```
9
Properties=species:S:1:pos:R:3:forces:R:3
H 0.496 -1.901 0.138 1.2 0.6 -0.5
C 0.397 -0.961 0.700 -2.7 -1.2 -1.3
C 1.446 0.009 0.908 0.2 0.5 -0.5
H 0.193 -1.429 1.677 -1.3 0.7 0.1
H 1.308 1.060 1.166 0.0 -0.4 0.0
F 2.691 -0.308 0.515 0.3 0.1 -0.3
O -0.871 -0.366 -0.120 2.2 0.8 2.3
O -1.427 -1.250 -1.086 0.3 -0.9 -0.3
Na -0.423 0.095 -2.352 -0.1 -0.1 0.4
```
Forces are in eV/Å.

Summary:
charge = 0
multiplicity = 2
HOMO (alpha / beta) = -7.2 / -7.1 eV
energy above the lowest of the compared OMol25 structures with the same formula, charge and spin = 93.46 kcal/mol
HOMO-LUMO gap (alpha / beta) = 6.31 / 6.25 eV
LUMO level (alpha / beta) = -0.849 / -0.897 eV

Atom charges from the Löwdin analysis, given in e for atoms 1 to 8: H 0.11; C -0.13; C -0.12; H 0.11; H 0.11; F -0.01; O -0.37; O -0.44

=====

[7]
Below is 2 unconnected molecules or ions with the total composition C2H3FOS at a distorted geometry, with properties calculated with ωB97M-V with the def2-TZVPD basis set.

```
8
Properties=species:S:1:pos:R:3:forces:R:3
C 2.581 -1.187 -0.618 0.2 -1.7 1.5
C -1.704 1.040 0.410 1.3 -1.0 1.7
O 2.432 -1.602 0.489 0.3 1.0 -2.6
F 3.125 -1.875 -1.674 -0.6 0.7 1.1
S -1.086 -0.019 -0.907 -0.4 -0.2 0.5
H -1.290 0.690 1.444 0.3 0.6 -1.9
H -2.734 0.936 0.723 -0.6 0.3 -1.0
H -1.323 2.018 0.132 -0.5 0.3 0.7
```
Forces are in eV/Å.

Summary:
charge = 0
HOMO (alpha / beta) = -9.4 / -9.0 eV
energy above the lowest of the compared OMol25 structures with the same formula, charge and spin = 87.48 kcal/mol
HOMO-LUMO gap (alpha / beta) = 7.60 / 7.03 eV
LUMO level (alpha / beta) = -1.785 / -1.946 eV

Electronic structure analysis, Löwdin charges in units of e: C -0.17; C -0.58; O 0.11; F 0.04; S 0.52; H 0.07; H 0.01; H 0.00

=====

[8]
Below is a molecular structure, C2H3FOY at a distorted geometry, with properties calculated with ωB97M-V with the def2-TZVPD basis set.

```
8
Properties=species:S:1:pos:R:3:forces:R:3
H 1.204 0.099 -0.799 -1.1 0.3 1.4
O 0.001 -0.130 -0.762 -0.7 -1.1 -3.0
C -0.377 0.649 0.388 -0.6 0.4 1.0
C 0.990 0.243 0.751 2.2 -1.6 -0.3
Y -1.220 -1.766 -1.963 0.7 0.9 0.6
H -1.168 0.161 0.971 0.1 0.3 -0.3
H -0.479 1.721 0.169 -0.2 -0.5 0.1
F 1.049 -0.977 1.245 -0.3 1.3 0.6
```
Forces are in eV/Å.

Summary:
charge = +2
multiplicity = 2
HOMO (alpha / beta) = -17.4 / -18.5 eV
energy above the lowest of the compared OMol25 structures with the same formula, charge and spin = 113.94 kcal/mol
HOMO-LUMO gap (alpha / beta) = 6.75 / 7.57 eV
LUMO level (alpha / beta) = -10.696 / -10.902 eV

Electronic structure analysis, Löwdin charges in units of e: H 0.25; O -0.41; C -0.15; C 0.04; Y 1.88; H 0.14; H 0.15; F 0.10

=====

[9]
Below is a single C2H3FSi molecule at a distorted geometry, with properties calculated with ωB97M-V with the def2-TZVPD basis set.

```
7
Properties=species:S:1:pos:R:3:forces:R:3
C 1.942 0.062 0.076 -6.7 -2.9 -1.2
C 0.691 -0.328 -0.082 7.1 2.8 1.1
F 3.228 0.031 0.068 -0.6 0.2 0.1
Si -1.127 0.005 -0.024 0.6 -0.3 0.0
H -1.586 -0.221 1.347 -0.1 0.0 0.1
H -1.755 -0.933 -0.956 -0.2 -0.1 -0.1
H -1.392 1.384 -0.429 0.0 0.2 -0.1
```
Forces are in eV/Å.

Summary:
charge = 0
HOMO = -10.1 eV
energy above the lowest of the compared OMol25 structures with the same formula, charge and spin = 69.22 kcal/mol
HOMO-LUMO gap = 10.49 eV
LUMO level = 0.426 eV

Electronic structure analysis, Löwdin charges in units of e: C -0.18; C -0.22; F 0.10; Si 0.56; H -0.09; H -0.09; H -0.09

=====

[10]
Below is a molecular structure, C2H3FeLiO2 at a distorted geometry, with properties calculated with ωB97M-V with the def2-TZVPD basis set.

```
9
Properties=species:S:1:pos:R:3:forces:R:3
O -1.619 1.672 -0.596 1.9 -0.3 0.7
C -0.663 1.120 -0.211 0.2 1.5 -1.4
C -0.414 -0.233 0.424 -0.5 -0.5 1.4
O 0.774 -0.803 -0.023 0.5 0.3 -0.5
Fe 2.370 0.092 -0.220 1.2 -0.1 0.2
H -1.316 -0.838 0.217 0.3 0.1 0.0
H -0.347 -0.030 1.510 -0.4 0.1 -0.1
Li 0.492 -2.532 -0.652 -0.2 -1.4 -0.3
H 0.723 1.552 -0.449 -2.9 0.3 0.1
```
Forces are in eV/Å.

Summary:
charge = +3
multiplicity = 6
HOMO (alpha / beta) = -26.6 / -26.9 eV
HOMO-LUMO gap (alpha / beta) = 10.50 / 7.87 eV
LUMO level (alpha / beta) = -16.144 / -19.039 eV

Atom charges from the Löwdin analysis, given in e for atoms 1 to 8: O 0.48; C 0.01; C -0.17; O -0.40; Fe 1.51; H 0.19; H 0.20; Li 0.91

=====

[11]
Below is a molecular structure, C2H3FeO2 at a distorted geometry, with properties calculated with ωB97M-V with the def2-TZVPD basis set.

```
8
Properties=species:S:1:pos:R:3:forces:R:3
O 0.765 -0.734 1.704 -1.8 -0.2 0.5
Fe -0.383 0.460 0.602 0.2 0.3 -1.0
O -0.511 -0.839 2.071 1.7 0.1 -0.6
C 0.510 -0.148 -2.133 -0.9 -0.6 0.2
C -0.225 0.710 -1.389 1.0 0.0 -0.3
H 0.964 0.131 -3.095 0.0 0.1 0.5
H 0.544 -1.221 -1.902 0.2 0.4 0.0
H -0.429 1.667 -1.896 -0.5 -0.1 0.6
```
Forces are in eV/Å.

Summary:
charge = +1
multiplicity = 7
HOMO (alpha / beta) = -15.5 / -15.4 eV
energy above the lowest of the compared OMol25 structures with the same formula, charge and spin = 59.31 kcal/mol
HOMO-LUMO gap (alpha / beta) = 10.34 / 7.43 eV
LUMO level (alpha / beta) = -5.209 / -7.975 eV

Electronic structure analysis, Löwdin charges in units of e: O -0.11; Fe 1.14; O -0.12; C 0.01; C -0.16; H 0.10; H 0.08; H 0.06

=====

[12]
Below is a molecular structure, C2H3GaO3 at a distorted geometry, with properties calculated with ωB97M-V with the def2-TZVPD basis set.

```
9
Properties=species:S:1:pos:R:3:forces:R:3
O -1.488 -1.420 -0.942 0.4 -2.1 0.5
Ga -1.417 0.265 -1.729 -1.7 1.7 -1.4
O -0.455 0.178 0.031 -0.2 -1.7 0.1
C -0.379 -1.164 -0.359 -2.5 3.0 -1.4
O 0.708 -1.567 -0.732 2.2 -2.0 0.8
C 0.565 0.808 0.808 2.2 1.5 1.1
H 1.132 0.019 1.310 -0.3 0.3 0.4
H 1.271 1.342 0.163 -0.3 -0.1 -0.1
H 0.062 1.539 1.449 0.1 -0.5 0.1
```
Forces are in eV/Å.

Summary:
charge = +2
HOMO (alpha / beta) = -23.1 / -22.6 eV
energy above the lowest of the compared OMol25 structures with the same formula, charge and spin = 72.22 kcal/mol
HOMO-LUMO gap (alpha / beta) = 7.86 / 6.64 eV
LUMO level (alpha / beta) = -15.234 / -15.933 eV

Atom charges from the Löwdin analysis, given in e for atoms 1 to 8: O 0.15; Ga 1.39; O -0.07; C -0.50; O 0.52; C 0.08; H 0.15; H 0.14

=====

Number 1: calculated total energy -362.45016 hartree. Number 2: calculated total energy -362.50719 hartree. Number 3: calculated total energy -738.46354 hartree. Number 4: calculated total energy -573.90866 hartree. Number 5: calculated total energy -573.83518 hartree. Number 6: calculated total energy -490.44303 hartree. Number 7: calculated total energy -651.16333 hartree. Number 8: calculated total energy -290.50847 hartree. Number 9: calculated total energy -467.23503 hartree. Number 10: calculated total energy -1498.27223 hartree. Number 11: calculated total energy -1491.65159 hartree. Number 12: calculated total energy -2227.55105 hartree.